# C2H13NO5

A 6-piece molecular cluster, C2H13NO5 overall in a non-equilibrium geometry (ωB97M-V/def2-TZVPD, OMol25).

Summary:
Energy above the lowest of the compared OMol25 structures with the same formula, charge and spin   889.70 kJ/mol
E_HOMO   -9.183 eV

Structure (ORCA input):
```
! RIJCOSX wB97M-V def2-TZVPD def2/J DEFGRID3
* xyz 0 1
O 0.7229 -1.8315 -0.2399
C 1.9065 -1.4617 -0.1120
C 2.9894 -1.3302 -0.9802
N 1.5781 1.5417 -0.4497
H 2.1262 -1.2544 1.0634
H 2.8708 -1.5388 -2.0092
H 3.9468 -1.0628 -0.5629
H 2.2640 0.7923 -0.5802
H 0.5347 1.4869 -0.7644
H -0.9589 2.1610 1.9987
H -1.1448 1.3400 -0.1703
O -0.9070 1.5053 1.2606
H -4.2149 -1.5400 0.0037
H -3.0051 -0.8214 0.4923
O -3.7157 -0.7192 -0.1947
H -2.2391 1.0531 -1.2650
H 1.9811 2.5326 -0.5404
O -1.2758 1.0228 -1.1125
H -1.3470 0.1511 1.6199
H -0.6926 -1.1344 0.9633
O -1.4197 -0.8923 1.5794
*
```